Here is a molecular structure, C15H25As2FeN2O3S from the Open Molecules 2025 dataset. Energies are from ωB97M-V/def2-TZVPD.

Geometry as XYZ:
```
49
Properties=species:S:1:pos:R:3:forces:R:3
Fe 0.417 0.712 0.505 0.105 -0.154 0.166
C 0.139 4.711 0.034 -0.068 0.001 -0.042
As -0.717 2.971 0.054 0.103 -0.040 0.095
C -2.146 3.226 1.346 0.028 0.066 -0.039
C -1.702 2.902 -1.616 -0.065 -0.008 0.039
C -2.516 3.966 -1.992 -0.016 0.004 0.002
C -3.299 3.884 -3.133 -0.007 -0.001 -0.009
C -3.278 2.729 -3.900 -0.005 0.002 -0.007
C -2.459 1.669 -3.540 0.029 0.018 -0.022
C -1.657 1.749 -2.406 -0.008 -0.023 -0.032
As -0.413 0.328 -1.930 0.239 0.074 0.019
C -0.795 -1.102 -3.184 -0.093 0.026 0.059
C 1.200 1.056 -2.758 -0.057 -0.036 -0.086
H -0.611 5.500 0.044 -0.002 0.008 -0.015
H 0.750 4.804 -0.861 0.020 -0.014 0.002
H 0.771 4.800 0.915 0.003 -0.009 0.014
H -2.855 3.967 0.982 -0.004 0.015 0.016
H -1.705 3.564 2.283 0.002 -0.018 0.010
H -2.656 2.278 1.506 -0.002 -0.005 -0.013
H -2.552 4.867 -1.391 0.008 -0.007 0.009
H -3.929 4.716 -3.418 0.004 -0.006 0.003
H -3.897 2.653 -4.785 0.007 0.002 0.008
H -2.448 0.780 -4.158 0.006 -0.002 0.005
H -0.676 -0.745 -4.205 -0.005 -0.005 -0.010
H -1.801 -1.488 -3.037 -0.006 0.000 0.012
H -0.080 -1.900 -2.996 0.008 -0.006 0.001
H 0.978 1.388 -3.771 0.020 -0.014 -0.015
H 1.964 0.281 -2.769 0.012 0.001 0.004
H 1.576 1.896 -2.175 -0.016 0.010 0.017
O 3.105 -1.801 2.030 -0.030 -0.041 -0.078
S 3.070 -1.213 0.692 0.032 0.216 0.319
N 2.174 -0.072 0.441 -0.108 -0.024 -0.406
O 0.547 1.357 3.104 -0.017 0.092 0.020
C -0.132 0.323 3.042 0.006 -0.123 -0.094
O -0.652 -0.161 1.995 -0.116 0.022 0.035
C -0.267 -0.506 4.312 0.007 -0.003 0.018
N 0.163 0.370 5.456 0.061 -0.076 0.068
C 0.818 -0.495 6.515 -0.067 0.045 -0.021
C 0.926 -1.883 5.874 -0.002 -0.017 0.031
C 0.756 -1.637 4.376 0.024 -0.029 -0.065
H -1.284 -0.856 4.481 -0.014 0.040 -0.011
H -0.601 0.932 5.823 -0.020 -0.033 0.018
H 0.818 1.030 5.006 -0.022 0.070 -0.037
H 0.186 -0.480 7.398 0.034 0.002 0.028
H 1.776 -0.046 6.763 0.030 -0.027 -0.036
H 0.134 -2.528 6.256 -0.008 -0.001 -0.025
H 1.878 -2.355 6.105 0.003 0.012 0.013
H 0.419 -2.511 3.825 -0.030 0.003 0.030
H 1.691 -1.314 3.913 -0.001 -0.006 0.003
```
Positions in Å, forces in eV/Å.

As for the lowest unoccupied orbital energy (spin up / spin down): -2.3960 / -2.6446 eV. As for the expectation value of S²: 6.018. Its energy relative to the best compared isomer or geometry (same formula, charge and spin) is 45.0 kJ/mol. The energy comes out at -7055.05408 hartree. Its molar mass is 519.132 g/mol. Its spin multiplicity is 5. The value obtained for the orbital gap (spin up / spin down) is 8.587 / 8.766 eV. As for the charge: +1.


Here is a molecular structure, C15H25B2ClF16O7Si2 from the Open Molecules 2025 dataset. Energies are from ωB97M-V/def2-TZVPD.

Geometry as XYZ:
```
68
Properties=species:S:1:pos:R:3:forces:R:3
C 2.801 -1.737 -0.098 -0.198 -0.027 0.037
O 1.928 -0.792 0.522 0.426 0.100 -0.065
B 2.508 0.372 1.014 -0.200 -0.059 -0.151
O 2.604 1.463 0.202 0.296 -0.102 0.122
Si 3.170 0.599 2.920 -0.093 0.376 0.043
C 2.231 -0.507 4.105 -0.253 -0.135 0.285
B 2.456 -0.175 5.635 0.156 0.135 -0.029
O 2.072 1.042 6.147 -0.043 -0.573 0.161
O 3.099 -1.050 6.501 -0.058 0.375 -0.178
O 4.824 0.390 3.027 -0.377 -0.508 -0.051
Si 5.555 -1.070 3.296 0.358 0.231 0.245
C 7.259 -1.097 2.540 0.083 -0.192 0.034
C 7.850 -2.524 2.622 -0.200 0.048 -0.017
C 7.445 -3.345 1.406 0.022 0.079 -0.051
Cl 7.531 -5.107 1.717 0.050 0.001 0.001
H 3.433 -2.228 0.650 -0.016 -0.010 -0.054
H 3.440 -1.260 -0.849 -0.031 -0.036 0.020
H 2.180 -2.482 -0.593 0.064 0.004 0.036
H 2.402 1.241 -0.716 -0.234 0.051 -0.016
H 2.894 1.997 3.335 0.033 0.013 0.038
H 2.381 -1.571 3.895 0.068 0.092 -0.057
H 1.175 -0.297 3.866 0.104 0.023 -0.087
H 1.501 1.504 5.534 0.063 0.398 -0.208
H 2.502 -1.706 6.856 0.032 -0.306 0.147
H 5.696 -1.288 4.752 -0.032 -0.047 -0.024
H 4.743 -2.190 2.753 -0.064 0.045 -0.093
H 7.884 -0.412 3.122 -0.059 0.058 -0.143
H 7.236 -0.737 1.506 0.097 0.034 0.065
H 8.939 -2.487 2.704 -0.067 -0.090 -0.010
H 7.481 -3.035 3.519 0.089 0.040 -0.036
H 6.416 -3.134 1.111 0.052 -0.044 0.057
H 8.097 -3.153 0.554 -0.064 0.045 0.048
C -0.863 1.048 -2.943 -0.125 0.431 0.224
C 0.442 0.312 -3.272 -0.159 -0.220 0.006
C 1.086 0.540 -4.645 0.070 0.071 0.066
F 0.264 0.153 -5.636 -0.043 -0.012 -0.029
F 2.213 -0.201 -4.712 0.021 -0.001 -0.021
F 0.316 -1.002 -3.031 0.020 0.000 -0.004
F 1.368 0.810 -2.382 0.038 0.057 -0.089
O -2.072 0.339 -3.114 0.225 -0.496 -0.097
C -2.740 0.288 -4.302 -0.043 0.157 0.179
C -2.823 -1.139 -4.864 -0.065 -0.019 0.030
F -1.594 -1.668 -5.004 0.004 0.011 -0.019
F -3.410 -1.084 -6.080 -0.015 -0.028 -0.011
F -2.244 1.152 -5.201 0.062 0.007 -0.101
F -4.021 0.658 -4.053 -0.053 0.107 -0.074
H -0.811 1.220 -1.869 -0.003 0.009 -0.009
H -0.893 2.023 -3.432 0.063 -0.068 -0.106
H 1.345 1.594 -4.775 -0.014 0.004 -0.016
H -3.418 -1.763 -4.195 0.006 -0.010 0.002
C -6.572 1.651 -1.960 -0.084 0.155 -0.452
C -6.361 0.317 -1.227 0.133 0.156 0.179
C -7.573 -0.331 -0.545 0.010 -0.093 -0.113
F -8.094 0.471 0.401 0.001 0.110 0.058
F -7.169 -1.476 0.047 -0.002 -0.028 0.016
F -5.339 0.422 -0.355 -0.022 0.006 0.024
F -5.991 -0.586 -2.186 -0.054 0.004 -0.092
O -6.228 2.839 -1.269 0.217 -0.296 0.455
C -7.091 3.501 -0.444 0.000 0.084 -0.252
C -6.601 3.543 1.013 0.039 0.067 -0.020
F -6.384 2.304 1.488 -0.036 -0.069 -0.017
F -7.555 4.131 1.768 0.003 0.015 0.017
F -8.345 3.031 -0.533 -0.064 -0.100 0.044
F -7.118 4.793 -0.853 -0.067 0.049 -0.032
H -5.867 1.620 -2.788 0.006 -0.016 0.017
H -7.572 1.711 -2.392 -0.067 -0.074 0.166
H -8.342 -0.567 -1.284 -0.011 0.012 -0.001
H -5.678 4.122 1.073 0.008 -0.002 0.000
```
Positions in Å, forces in eV/Å.

As for the lowest unoccupied orbital energy: 0.2049 eV. The energy comes out at -3800.26080 hartree. Its molar mass is 734.575 g/mol. Its spin multiplicity is 1. The value obtained for the orbital gap is 9.695 eV.


Here is 2 unconnected molecules or ions with the total composition C15H25B3ClF8O6S2 in a non-equilibrium geometry from the Open Molecules 2025 dataset. Energies are from ωB97M-V/def2-TZVPD.

Geometry as XYZ:
```
60
Properties=species:S:1:pos:R:3:forces:R:3
C -0.953 -4.212 1.304 -0.099 -0.104 0.560
O -0.597 -2.834 1.286 0.366 -0.147 -0.221
B -0.559 -2.178 0.087 0.194 -0.084 0.100
O -1.183 -2.792 -0.976 -0.513 0.060 0.303
C 0.128 -0.725 -0.007 -0.635 -0.141 -0.361
C 0.204 -0.348 -1.511 0.295 -0.060 0.028
C 1.063 -1.233 -2.420 -0.181 0.448 -0.756
C 1.240 -0.458 -3.739 0.342 0.119 0.651
Cl 2.706 0.544 -3.571 0.223 0.118 -0.381
C 1.593 -0.682 0.526 0.117 -0.549 -0.003
C 2.211 -2.013 0.984 0.930 0.766 0.873
C 3.598 -1.790 1.580 0.153 -0.614 -0.423
F 2.357 -2.826 -0.140 -0.546 -0.175 -0.077
O 1.837 0.293 1.567 -0.425 -0.152 -0.135
S 0.974 0.203 2.878 -0.171 0.712 1.008
O 1.180 1.447 3.542 0.157 0.196 -0.248
O 1.256 -0.973 3.654 -0.065 -0.429 -0.545
C -0.748 0.091 2.271 0.380 -0.042 0.175
S -1.721 1.298 3.212 -0.347 0.177 -0.040
C -0.879 0.286 0.735 0.148 -0.015 0.179
C -0.528 1.773 0.385 0.173 -0.137 -0.489
C -1.258 2.457 -0.783 -0.378 -0.154 -0.437
C -2.558 3.088 -0.361 -0.467 -0.595 -0.798
F -3.121 2.631 0.805 0.926 1.068 0.827
C -3.204 4.095 -0.988 -0.195 0.075 0.333
F -3.417 5.306 -0.476 -1.307 -0.560 0.423
F -3.732 4.030 -2.210 1.449 0.520 -0.430
B -2.376 -0.168 0.329 -0.252 0.232 0.084
C -3.448 -0.796 1.304 -0.107 -0.117 -0.209
O -2.746 -0.080 -0.997 0.064 0.450 0.121
H -0.351 -4.791 0.607 -0.094 0.061 -0.159
H -2.017 -4.352 1.111 0.018 0.020 -0.221
H -0.749 -4.579 2.310 0.031 0.047 0.015
H -1.666 -2.165 -1.526 0.378 0.017 -0.291
H 0.634 0.653 -1.614 0.010 0.026 0.168
H -0.790 -0.297 -1.951 -0.042 0.016 0.054
H 2.064 -1.372 -2.024 -0.062 -0.320 0.095
H 0.630 -2.203 -2.664 -0.111 -0.065 0.387
H 1.333 -1.108 -4.603 0.036 0.078 -0.076
H 0.448 0.277 -3.863 -0.224 -0.265 -0.299
H 2.239 -0.341 -0.284 -0.015 0.252 0.077
H 1.615 -2.500 1.749 -0.268 -0.298 -0.377
H 3.557 -1.690 2.660 -0.046 0.340 -0.014
H 4.164 -2.701 1.372 0.027 -0.001 0.035
H 4.129 -0.966 1.104 -0.034 0.127 0.145
H -1.060 -0.900 2.589 0.095 -0.099 -0.194
H -1.696 0.666 4.392 0.142 -0.137 -0.040
H 0.525 1.826 0.109 0.049 -0.013 0.106
H -0.611 2.420 1.258 -0.083 -0.103 0.088
H -0.612 3.274 -1.105 0.055 -0.017 0.000
H -1.370 1.814 -1.655 -0.001 -0.183 0.127
H -3.845 -0.061 2.002 0.116 -0.032 0.119
H -4.294 -1.209 0.745 0.020 0.004 -0.051
H -3.023 -1.628 1.871 0.006 0.100 0.166
H -3.706 -0.076 -1.071 -0.004 -0.330 -0.117
B 3.431 3.718 -1.959 0.054 0.063 -0.036
F 4.404 3.104 -2.776 -0.104 -0.060 0.095
F 2.580 4.508 -2.758 -0.067 -0.034 0.023
F 2.656 2.721 -1.304 -0.098 -0.048 0.060
F 4.059 4.520 -0.993 -0.011 -0.012 0.001
```
Positions in Å, forces in eV/Å.

As for the lowest unoccupied orbital energy: 1.7650 eV. The energy comes out at -3168.41423 hartree. Its molar mass is 585.366 g/mol. Its spin multiplicity is 1. The value obtained for the orbital gap is 8.249 eV. As for the charge: -1.


Here is a molecular structure, C15H25BCoN6OP in a non-equilibrium geometry from the Open Molecules 2025 dataset. Energies are from ωB97M-V/def2-TZVPD.

Geometry as XYZ:
```
50
Properties=species:S:1:pos:R:3:forces:R:3
Co -0.002 0.134 -0.052 0.053 -0.020 0.974
C 3.163 1.551 -2.454 0.127 0.047 -0.141
C 2.413 1.691 -1.285 -0.186 -0.005 -0.200
N 1.207 1.158 -1.444 0.192 0.124 0.280
N 1.149 0.684 -2.692 0.721 0.324 -0.515
C 2.317 0.901 -3.327 0.024 0.067 0.131
B -0.079 -0.073 -3.187 -0.224 -0.014 0.704
N -1.318 0.694 -2.705 -0.330 0.229 -0.591
C -2.198 1.408 -3.423 -0.210 0.168 -0.137
C -3.109 1.968 -2.554 -0.056 0.027 -0.157
C -2.693 1.527 -1.294 -0.033 -0.002 -0.168
N -1.615 0.770 -1.410 0.164 -0.223 0.580
N -0.077 -1.445 -2.496 0.068 -0.530 -0.448
C -0.313 -2.651 -3.037 -0.091 -0.220 -0.058
C -0.203 -3.599 -2.042 -0.036 -0.110 -0.164
C 0.112 -2.860 -0.901 0.070 0.053 -0.194
N 0.186 -1.570 -1.194 0.106 -0.055 0.455
H 4.170 1.877 -2.636 0.073 0.032 -0.036
H 2.687 2.155 -0.357 -0.014 -0.045 0.239
H 2.476 0.589 -4.339 -0.069 -0.109 -0.241
H -0.080 -0.192 -4.372 0.017 -0.023 -0.305
H -2.130 1.479 -4.490 0.091 -0.056 -0.250
H -3.948 2.592 -2.797 -0.112 0.077 -0.040
H -3.139 1.726 -0.340 0.096 -0.035 0.278
H -0.551 -2.758 -4.077 -0.013 0.043 -0.210
H -0.323 -4.662 -2.122 -0.035 -0.137 -0.067
H 0.292 -3.212 0.094 0.018 0.059 0.270
C -2.209 1.823 2.580 -0.230 0.109 0.253
O -1.297 1.250 1.696 -0.427 0.672 0.341
C -1.151 -0.149 1.576 -0.623 -0.851 -0.354
C -2.124 -0.978 2.377 0.182 0.545 -0.067
H -2.017 1.534 3.623 -0.060 0.034 -0.013
H -3.252 1.562 2.341 0.086 0.035 0.019
H -2.094 2.905 2.494 -0.054 0.031 0.048
H -3.160 -0.672 2.190 -0.166 -0.067 0.061
H -1.959 -0.919 3.464 -0.102 -0.063 0.229
H -2.048 -2.025 2.093 0.104 -0.064 -0.084
C 3.099 0.208 2.223 -0.355 -0.133 -0.047
P 1.199 -0.091 1.966 1.478 0.015 -0.066
C 0.822 0.709 3.608 -0.169 -0.081 -0.401
C 1.274 -1.874 2.476 -0.147 0.376 -0.120
H 3.532 -0.243 3.119 0.020 -0.064 0.152
H 3.251 1.287 2.271 0.039 0.127 0.008
H 3.636 -0.162 1.352 0.072 -0.074 -0.161
H 1.617 0.486 4.317 0.089 -0.038 0.057
H -0.121 0.355 4.011 -0.153 -0.016 0.056
H 0.759 1.785 3.458 -0.020 0.076 0.064
H 1.553 -1.973 3.526 0.056 -0.031 0.038
H 2.005 -2.390 1.855 0.067 -0.042 -0.028
H 0.293 -2.310 2.317 -0.099 -0.161 0.026
```
Positions in Å, forces in eV/Å.

As for the lowest unoccupied orbital energy (spin up / spin down): 3.1249 / 3.1222 eV. As for the expectation value of S²: 3.783. Its energy relative to the best compared isomer or geometry (same formula, charge and spin) is 80.2 kJ/mol. The energy comes out at -2739.31674 hartree. Its molar mass is 406.125 g/mol. Its spin multiplicity is 4. The value obtained for the orbital gap (spin up / spin down) is 4.824 / 5.419 eV. As for the charge: -1.